{
  "formula": "C5H10O",
  "method": "the ωB97M-V functional and the def2-TZVPD basis",
  "species": ["C", "C", "O", "C", "C", "C", "H", "H", "H", "H", "H", "H", "H", "H", "H", "H"],
  "xyz": [[1.611, -1.214, 1.938], [0.851, -0.202, 1.451], [0.926, 0.180, 0.154], [-0.387, 0.653, -0.367], [-1.514, -0.430, -0.368], [-0.038, 1.009, -1.801], [1.590, -1.556, 3.007], [2.298, -1.734, 1.343], [0.246, 0.366, 2.144], [-0.628, 1.594, 0.206], [-1.257, -1.123, -1.234], [-1.648, -1.019, 0.571], [-2.426, 0.150, -0.513], [0.728, 0.145, -2.216], [-1.001, 1.229, -2.496], [0.649, 1.952, -1.819]],
  "homo_energy_ev": -8.81,
  "e_tot_ev": -7392.7617,
  "orbital_gap_ev": 9.92,
  "charge": 0,
  "smiles": "C=COC(C)C",
  "largest_force_ev_per_a": 3.22,
  "e_above_lowest_kcal_mol": 46.20,
  "lumo_energy_ev": 1.1
}